The following is a quantum chemistry calculation of C28H26F6MnN4O4S as an isolated structure at a distorted geometry, from OMol25.

The geometry in XYZ format:
```
70
Properties=species:S:1:pos:R:3
Mn -0.274 -0.656 0.691
C 1.244 -3.564 3.564
C 0.340 -2.435 3.191
O 0.419 -1.895 2.072
N -0.553 -2.021 4.094
C -1.522 -0.966 3.816
C -2.531 -1.395 2.786
C -3.733 -1.908 3.236
C -4.654 -2.422 2.339
C -4.317 -2.418 1.001
C -3.104 -1.880 0.618
N -2.211 -1.345 1.471
H 2.240 -3.171 3.760
H 1.320 -4.248 2.722
H 0.890 -4.095 4.445
H -0.608 -2.516 4.970
H -1.010 -0.063 3.514
H -2.035 -0.745 4.749
H -3.939 -1.908 4.298
H -5.597 -2.825 2.681
H -4.973 -2.823 0.244
H -2.846 -1.898 -0.424
C 1.670 1.699 -6.536
C 0.918 1.169 -5.351
C 1.382 1.381 -4.051
C 0.701 0.879 -2.958
C -0.475 0.168 -3.179
C -0.976 -0.050 -4.464
C -0.264 0.448 -5.536
S -1.375 -0.486 -1.862
O -0.746 -1.644 -1.205
O -2.751 -0.587 -2.219
N -1.126 0.515 -0.539
C -1.220 1.800 -0.298
C -1.777 2.802 -1.127
C -1.720 4.120 -0.717
C -1.100 4.475 0.477
C -0.509 3.497 1.333
C 0.203 3.805 2.509
C 0.782 2.784 3.220
C 0.616 1.465 2.784
N -0.083 1.148 1.705
C -0.606 2.158 0.969
H 2.531 2.291 -6.234
H 1.023 2.320 -7.156
H 2.022 0.875 -7.158
H 2.296 1.941 -3.899
H 1.079 1.019 -1.954
H -1.899 -0.593 -4.612
H -0.633 0.278 -6.539
H -2.239 2.525 -2.066
H -2.152 4.892 -1.340
H -1.051 5.518 0.766
H 0.308 4.834 2.828
H 1.364 2.977 4.110
H 1.064 0.642 3.323
C 3.424 0.098 -1.072
C 2.610 -0.812 -0.154
O 1.350 -0.239 0.004
C 2.475 -2.201 -0.807
F 3.652 -2.827 -0.840
F 1.605 -2.976 -0.145
F 2.026 -2.076 -2.062
C 3.374 -0.937 1.199
F 3.136 -2.080 1.847
F 3.003 0.070 2.019
F 4.691 -0.851 1.039
H 2.911 0.200 -2.025
H 4.413 -0.312 -1.258
H 3.529 1.076 -0.605
```

The calculation puts the molar mass at 683.5 g/mol. As for the highest occupied orbital energy (alpha / beta): -14.64 / -14.37 eV. As for the spin multiplicity: 2. The value obtained for the relative energy (zero: lowest compared OMol25 entry of this formula, charge and spin) is 0.0000 eV. As for the frontier orbital gap (alpha / beta): 5.267 / 7.112 eV. As for the net charge: +2. For the total energy, the calculation gives -102055.3444 eV. The value obtained for the maximum force is 2.4 eV Å⁻¹.